(1)
{
  "formula": "C3H5FO2S",
  "method": "ωB97M-V with the def2-TZVPD basis set",
  "species": ["C", "C", "C", "O", "O", "F", "S", "H", "H", "H", "H", "H"],
  "xyz": [[1.86, -0.47, 1.07], [-1.75, -0.55, -0.26], [2.61, 0.49, 0.26], [0.98, -1.23, 0.65], [-1.07, 0.40, 0.67], [2.72, 0.37, -1.08], [-0.28, 1.78, 0.17], [1.96, -0.36, 2.13], [-1.84, 0.07, -1.21], [-2.80, -0.82, 0.26], [-1.08, -1.49, -0.18], [3.38, 1.16, 0.59]],
  "de_lowest_kcal_mol": 103.9
}



(2)
{
  "formula": "C3H5FO3",
  "method": "ωB97M-V with the def2-TZVPD basis set",
  "species": ["C", "C", "O", "O", "O", "C", "F", "H", "H", "H", "H", "H"],
  "xyz": [[0.21, 0.08, 1.42], [-0.53, 0.04, 0.10], [-0.73, 1.31, -0.33], [-1.07, 1.21, -1.65], [-0.16, 0.15, -2.12], [0.35, -0.50, -0.99], [1.69, -0.24, -0.90], [1.05, 0.62, 1.27], [0.54, -1.02, 1.74], [-0.25, 0.44, 2.23], [-1.52, -0.49, 0.25], [0.40, -1.60, -1.05]],
  "de_lowest_kcal_mol": 136.6,
  "smiles": "C[C@H]1OOO[C@H]1F"
}



(3)
{
  "formula": "C3H5FS",
  "method": "ωB97M-V with the def2-TZVPD basis set",
  "species": ["C", "C", "F", "C", "S", "H", "H", "H", "H", "H"],
  "xyz": [[0.58, -0.54, 0.13], [-0.23, 0.71, -0.31], [0.66, 1.79, -0.06], [-1.51, 0.82, 0.46], [-2.79, -0.01, -0.16], [1.69, -0.19, 0.26], [0.55, -1.06, -0.84], [0.21, -1.15, 1.01], [-0.52, 0.82, -1.30], [-1.61, 1.32, 1.43]],
  "de_lowest_kcal_mol": 20.5,
  "smiles": "C[C@H](F)C=S"
}



(4)
{
  "formula": "C3H5FeMgO3",
  "method": "ωB97M-V with the def2-TZVPD basis set",
  "species": ["O", "C", "C", "O", "C", "Mg", "H", "H", "H", "H", "Fe", "O", "H"],
  "xyz": [[1.23, -1.35, -0.70], [1.29, -0.38, -1.60], [0.36, 0.57, -1.87], [-0.90, 0.60, -1.32], [-1.05, 0.81, 0.11], [-0.27, -1.31, 0.51], [2.26, -0.25, -2.11], [0.64, 1.47, -2.41], [-2.13, 1.00, 0.24], [-0.42, 1.67, 0.42], [0.12, -1.99, 3.81], [-0.36, -0.93, 2.43], [-0.77, 0.09, 2.50]],
  "de_lowest_kcal_mol": 4.1,
  "s_squared": 8.76,
  "spin_multiplicity": 6
}



(5)
{
  "formula": "C3H5FeO3",
  "method": "ωB97M-V with the def2-TZVPD basis set",
  "species": ["H", "O", "C", "C", "O", "O", "C", "Fe", "H", "H", "H", "H"],
  "xyz": [[-1.81, 1.42, 1.17], [1.25, 0.19, 0.23], [1.09, -0.89, -0.50], [-0.50, 0.72, 0.59], [2.02, -1.71, -0.48], [-0.11, -1.15, -0.88], [-1.07, -0.09, -0.58], [3.17, -0.36, 0.38], [-0.28, 1.75, 0.32], [-0.59, 0.20, 1.55], [-1.19, 0.52, -1.48], [-2.00, -0.60, -0.31]],
  "total_charge": 2,
  "de_lowest_kcal_mol": 25.6,
  "s_squared": 8.76,
  "spin_multiplicity": 6
}



(6)
{
  "formula": "C3H5HgMgO3",
  "method": "ωB97M-V with the def2-TZVPD basis set",
  "species": ["H", "O", "C", "C", "C", "O", "O", "Mg", "Hg", "H", "H", "H", "H"],
  "xyz": [[-0.07, -0.45, 0.95], [-0.87, 0.23, 0.92], [-0.08, 1.51, 0.80], [1.31, 1.11, 1.17], [0.30, -2.80, -2.92], [-0.32, -2.00, -2.33], [0.90, -3.60, -3.48], [-2.22, -0.02, 2.41], [-1.87, -0.29, -1.61], [-0.52, 2.22, 1.51], [-0.15, 1.82, -0.25], [1.46, 0.62, 2.13], [2.13, 1.66, 0.71]],
  "total_charge": 3,
  "de_lowest_kcal_mol": 0.0,
  "s_squared": 2.00,
  "spin_multiplicity": 3
}



(7)
{
  "formula": "C3H5I2N",
  "method": "ωB97M-V with the def2-TZVPD basis set",
  "species": ["C", "C", "C", "N", "I", "I", "H", "H", "H", "H", "H"],
  "xyz": [[-0.26, -0.42, -0.72], [-0.66, 1.55, 0.67], [0.16, 0.49, 0.04], [1.04, -2.00, -0.05], [-2.15, -1.53, -1.32], [2.04, -2.95, -1.39], [-0.81, 2.36, 0.02], [-1.76, 1.24, 0.73], [-0.28, 1.67, 1.62], [1.31, 0.78, -0.02], [1.37, -1.19, 0.43]],
  "de_lowest_kcal_mol": 113.3
}



(8)
{
  "formula": "C3H5I2N2",
  "method": "ωB97M-V with the def2-TZVPD basis set",
  "species": ["C", "C", "C", "N", "N", "I", "I", "H", "H", "H", "H", "H"],
  "xyz": [[0.90, -0.55, 0.21], [0.90, 0.32, -1.97], [0.75, -0.04, 1.58], [1.19, 0.26, -0.77], [0.52, 0.72, -3.01], [0.78, -2.70, 0.08], [-3.19, 0.15, 1.13], [0.49, 1.07, 1.44], [0.22, -0.78, 2.13], [1.77, -0.12, 2.05], [0.19, 0.61, -3.92], [-4.52, 1.06, 1.05]],
  "total_charge": 1,
  "de_lowest_kcal_mol": 41.4
}



(9)
{
  "formula": "C3H5I3Si",
  "method": "ωB97M-V with the def2-TZVPD basis set",
  "species": ["C", "C", "C", "Si", "I", "I", "I", "H", "H", "H", "H", "H"],
  "xyz": [[-1.05, -0.02, -0.47], [-0.54, 0.57, 0.58], [-2.49, -0.55, -0.51], [2.94, 0.47, 0.38], [3.69, 1.31, 2.64], [3.44, -2.04, 0.28], [3.87, 1.64, -1.54], [-0.56, -0.19, -1.33], [-0.49, 0.76, 1.68], [-3.01, -0.58, 0.48], [-2.64, -1.48, -1.14], [-3.16, 0.11, -1.07]],
  "de_lowest_kcal_mol": 94.7
}



(10)
{
  "formula": "C3H5IN2O2S",
  "method": "ωB97M-V with the def2-TZVPD basis set",
  "species": ["C", "C", "C", "N", "N", "O", "O", "S", "I", "H", "H", "H", "H", "H"],
  "xyz": [[1.47, 0.67, -0.19], [1.10, -0.76, -0.36], [-0.22, -1.19, 0.30], [0.74, 1.67, -0.03], [-1.28, -1.04, -0.64], [-1.35, 1.68, 1.41], [-1.37, 2.90, -0.76], [-0.98, 1.75, 0.01], [-3.11, -1.40, 0.03], [2.55, 0.87, -0.18], [1.03, -0.97, -1.44], [1.93, -1.37, 0.03], [-0.14, -2.24, 0.62], [-0.37, -0.59, 1.22]],
  "de_lowest_kcal_mol": 34.3
}



(11)
{
  "formula": "C3H5IN3P",
  "method": "ωB97M-V with the def2-TZVPD basis set",
  "species": ["C", "C", "C", "N", "N", "N", "P", "I", "H", "H", "H", "H", "H"],
  "xyz": [[0.45, -1.25, 0.11], [-0.97, -0.72, -0.02], [1.46, -0.38, 0.11], [-1.12, 0.52, -0.20], [-0.23, 1.42, -0.40], [-2.02, -1.58, 0.20], [0.85, 2.38, 0.47], [3.40, 0.17, 0.23], [0.60, -2.23, 0.43], [-1.87, -2.60, 0.02], [-2.86, -1.49, -0.43], [0.42, 3.57, -0.07], [1.88, 2.20, -0.45]],
  "de_lowest_kcal_mol": 105.0
}



(12)
{
  "formula": "C3H5IO",
  "method": "ωB97M-V with the def2-TZVPD basis set",
  "species": ["C", "C", "I", "O", "C", "H", "H", "H", "H", "H"],
  "xyz": [[-0.23, -1.52, 0.04], [-1.00, -0.25, -0.07], [-3.11, -0.13, 0.09], [-0.49, 0.99, -0.05], [0.97, 1.18, 0.05], [-0.85, -2.34, 0.21], [0.76, -1.49, -0.38], [1.10, 2.28, 0.17], [1.40, 0.90, -0.86], [1.45, 0.38, 0.80]],
  "de_lowest_kcal_mol": 38.3,
  "smiles": "C=C(I)OC"
}



(13)
{
  "formula": "C3H5IO2",
  "method": "ωB97M-V with the def2-TZVPD basis set",
  "species": ["C", "C", "C", "O", "O", "I", "H", "H", "H", "H", "H"],
  "xyz": [[-0.26, -0.71, -1.85], [0.15, 1.24, 0.37], [-0.12, -0.17, 0.73], [-0.69, 0.01, -2.69], [0.97, -0.91, 1.07], [-1.93, -0.62, 1.78], [0.12, -1.79, -2.01], [0.68, 1.65, 1.24], [-0.76, 1.69, 0.12], [0.84, 1.19, -0.51], [1.01, -1.58, 1.75]],
  "de_lowest_kcal_mol": 83.3
}



(14)
{
  "formula": "C3H5IOS",
  "method": "ωB97M-V with the def2-TZVPD basis set",
  "species": ["C", "C", "C", "O", "S", "I", "H", "H", "H", "H", "H"],
  "xyz": [[0.99, -1.23, -0.47], [-0.88, 0.19, 0.96], [0.28, 0.64, 0.14], [0.61, -2.23, -0.02], [0.14, 1.59, -1.28], [2.61, -1.02, -1.85], [-1.61, -0.36, 0.25], [-1.42, 0.94, 1.63], [-0.77, -0.63, 1.73], [1.19, 0.88, 0.62], [-1.13, 1.21, -1.72]],
  "de_lowest_kcal_mol": 26.2,
  "s_squared": 2.01,
  "spin_multiplicity": 3
}



(15)
{
  "formula": "C3H5IS",
  "method": "ωB97M-V with the def2-TZVPD basis set",
  "species": ["C", "C", "I", "C", "S", "H", "H", "H", "H", "H"],
  "xyz": [[-0.25, 0.93, 0.25], [-1.01, -0.33, 0.04], [-3.14, -0.05, -0.16], [-0.65, -1.60, -0.10], [1.01, -2.14, -0.09], [-0.92, 1.68, 0.70], [0.11, 1.34, -0.69], [0.59, 0.79, 0.93], [-1.35, -2.40, -0.25], [1.32, -0.88, -0.05]],
  "de_lowest_kcal_mol": 0.0,
  "smiles": "C/C(I)=C\\S"
}



(16)
{
  "formula": "C3H5InO3",
  "method": "ωB97M-V with the def2-TZVPD basis set",
  "species": ["H", "O", "C", "H", "O", "In", "O", "C", "C", "H", "H", "H"],
  "xyz": [[-3.00, 0.60, 1.81], [-2.38, 1.17, -0.02], [-2.75, 1.42, 1.13], [-2.80, 2.49, 1.37], [-2.19, -0.19, -0.32], [-0.65, -0.35, -1.35], [0.82, -1.30, -1.31], [2.05, -1.30, -0.82], [2.59, -0.38, 0.00], [2.67, -2.14, -1.16], [3.64, -0.46, 0.28], [2.00, 0.45, 0.40]],
  "total_charge": 2,
  "de_lowest_kcal_mol": 111.9
}



(17)
{
  "formula": "C3H5IrLiO4",
  "method": "ωB97M-V with the def2-TZVPD basis set",
  "species": ["O", "C", "C", "O", "O", "C", "Ir", "H", "H", "H", "H", "Li", "O", "H"],
  "xyz": [[-0.07, 0.14, -0.65], [-0.49, -0.80, -1.52], [0.80, -0.22, 0.33], [-1.21, -0.38, -2.47], [-0.16, -1.99, -1.43], [0.76, 0.64, 1.52], [-1.17, -2.26, -3.03], [1.76, -0.59, -0.03], [0.27, -0.81, 1.40], [1.14, 1.68, 1.29], [1.54, 0.37, 2.27], [-1.86, 1.36, -2.84], [-0.68, 1.00, 2.34], [-0.63, 1.85, 2.81]],
  "total_charge": 4,
  "energy_ha": -527.76957,
  "s_squared": 8.77,
  "spin_multiplicity": 6
}



(18)
{
  "formula": "C3H5LaO2",
  "method": "ωB97M-V with the def2-TZVPD basis set",
  "species": ["C", "C", "O", "H", "H", "La", "O", "C", "H", "H", "H"],
  "xyz": [[-0.04, 2.67, -1.00], [0.22, 3.60, -0.12], [0.36, 4.43, 0.70], [0.05, 2.96, -2.05], [1.11, -1.27, -0.22], [-1.34, 0.51, -0.50], [0.16, -1.42, -0.04], [-0.08, -2.64, 0.68], [-1.13, -2.90, 0.54], [0.55, -3.43, 0.26], [0.14, -2.51, 1.74]],
  "total_charge": 2,
  "energy_ha": -298.64756
}



(19)
{
  "formula": "C3H5LiO3Rb",
  "method": "ωB97M-V with the def2-TZVPD basis set",
  "species": ["O", "C", "C", "O", "O", "C", "Li", "H", "H", "H", "H", "H", "Rb"],
  "xyz": [[1.20, -0.69, -0.37], [0.82, 0.58, -0.24], [0.27, -1.56, 0.30], [1.24, 1.43, -1.03], [-0.48, 0.62, 0.12], [-0.86, -0.62, 0.74], [0.47, 1.66, -2.75], [0.78, -2.05, 1.14], [-0.07, -2.30, -0.43], [-0.93, -0.42, 1.81], [-1.84, -0.95, 0.38], [2.05, 1.16, 1.57], [-2.66, 3.16, -1.24]],
  "de_lowest_kcal_mol": 72.7,
  "s_squared": 0.75,
  "spin_multiplicity": 2
}



(20)
{
  "formula": "C3H5LiO3Sm",
  "method": "ωB97M-V with the def2-TZVPD basis set",
  "species": ["H", "O", "C", "C", "O", "C", "O", "Sm", "Li", "H", "H", "H", "H"],
  "xyz": [[1.66, -2.17, 1.64], [0.07, 0.12, -1.55], [-0.92, 0.61, -0.68], [-0.46, 0.66, 0.75], [-0.38, -0.73, 1.28], [0.71, -1.28, 1.51], [1.87, -0.82, 1.40], [-0.10, -1.77, -2.90], [1.28, 1.43, -2.06], [-1.85, 0.01, -0.73], [-1.21, 1.64, -0.94], [-1.19, 1.15, 1.40], [0.53, 1.12, 0.88]],
  "total_charge": 3,
  "de_lowest_kcal_mol": 12.0,
  "s_squared": 15.76,
  "spin_multiplicity": 8
}